Entry 1:
CH8N3O | ωB97M-V/def2-TZVPD

```
13
Properties=species:S:1:pos:R:3:lowdin_charge:R:1
N -1.15 0.44 -0.23 0.221
C -0.49 -0.53 0.39 -0.471
N -1.12 -1.61 0.83 0.212
N 0.83 -0.38 0.60 0.193
H -0.71 1.31 -0.46 0.120
H -2.13 0.27 -0.40 0.132
H -0.56 -2.37 1.18 0.133
H -2.12 -1.69 0.87 0.136
H 1.26 0.17 -0.16 0.084
H 1.37 -1.19 0.83 0.122
H 1.79 1.29 -2.09 0.080
H 2.20 2.33 -1.10 0.084
O 1.52 1.65 -1.23 -0.046
```

Properties
Kohn-Sham gap = 0.455 Eh
HOMO energy = -15.48 eV
charge = +1
max |F| = 1.535 eV Å⁻¹
molar mass = 78.09 g mol⁻¹
calculated total energy = -282.22144 a.u.


Entry 2:
C27H36N5O4 | ωB97M-V/def2-TZVPD

```
72
Properties=species:S:1:pos:R:3:lowdin_charge:R:1
C 1.27 -0.05 2.26 0.021
C 2.49 -0.89 2.03 -0.540
O 3.50 -0.86 2.68 0.125
O 2.33 -1.75 0.97 -0.090
C 3.23 -1.60 -0.17 -0.145
C 3.79 -0.21 -0.36 -0.194
C 4.62 -0.13 -1.64 -0.223
C 5.20 1.26 -1.93 -0.123
C 4.70 1.91 -3.26 -0.738
O 4.98 3.11 -3.38 -0.068
O 4.12 1.15 -4.06 -0.096
H 1.09 0.57 1.38 0.092
H 1.41 0.57 3.14 0.083
H 0.39 -0.69 2.39 0.083
H 2.62 -1.87 -1.04 0.131
H 4.03 -2.34 -0.09 0.130
H 4.41 0.08 0.49 0.115
H 2.96 0.51 -0.45 0.129
H 4.02 -0.43 -2.51 0.094
H 5.43 -0.85 -1.54 0.097
H 4.98 1.95 -1.10 0.099
H 6.29 1.22 -2.02 0.102
N -2.26 2.40 3.34 0.000
C -1.82 1.52 4.29 -0.151
C -2.31 0.28 3.96 -0.111
C -3.08 0.43 2.77 -0.093
C -3.03 1.75 2.41 -0.153
H -2.04 3.38 3.32 0.145
H -1.18 1.83 5.10 0.106
H -2.13 -0.63 4.50 0.094
H -3.61 -0.35 2.24 0.097
H -3.46 2.27 1.57 0.085
N 4.90 -1.66 -4.78 0.027
C 5.44 -2.63 -3.99 -0.161
C 4.90 -3.84 -4.37 -0.130
C 4.01 -3.58 -5.44 -0.131
C 4.03 -2.22 -5.66 -0.140
H 5.08 -0.67 -4.69 0.118
H 6.14 -2.38 -3.22 0.097
H 5.12 -4.80 -3.92 0.077
H 3.41 -4.30 -5.98 0.077
H 3.49 -1.61 -6.37 0.106
N -3.17 3.91 -1.08 -0.002
C -2.54 3.61 -2.26 -0.132
C -3.34 2.73 -2.94 -0.106
C -4.49 2.49 -2.14 -0.110
C -4.35 3.23 -0.99 -0.164
H -2.80 4.53 -0.38 0.139
H -1.59 4.03 -2.51 0.111
H -3.12 2.30 -3.90 0.092
H -5.32 1.84 -2.37 0.089
H -5.00 3.33 -0.14 0.090
N -5.41 2.89 4.49 0.019
C -6.37 2.82 5.46 -0.141
C -7.55 3.25 4.91 -0.117
C -7.28 3.60 3.56 -0.112
C -5.95 3.35 3.33 -0.147
H -4.44 2.62 4.61 0.116
H -6.14 2.46 6.45 0.104
H -8.50 3.31 5.42 0.086
H -7.99 3.97 2.83 0.087
H -5.36 3.47 2.45 0.081
N 0.75 -4.17 0.36 0.019
C -0.39 -3.93 -0.36 -0.141
C -0.85 -5.13 -0.83 -0.121
C 0.05 -6.13 -0.38 -0.124
C 1.02 -5.50 0.35 -0.144
H 1.30 -3.46 0.81 0.108
H -0.76 -2.93 -0.48 0.107
H -1.73 -5.27 -1.44 0.083
H -0.01 -7.19 -0.58 0.082
H 1.89 -5.90 0.85 0.103
```

Properties
Kohn-Sham gap = 0.239 Eh
HOMO energy = -4.78 eV
charge = -1
max |F| = 0.634 eV Å⁻¹
molar mass = 494.62 g mol⁻¹
calculated total energy = -1625.22326 a.u.


Entry 3:
C6H12O | ωB97M-V/def2-TZVPD

```
19
Properties=species:S:1:pos:R:3:lowdin_charge:R:1
C -2.54 0.19 -0.17 -0.127
C -1.29 0.24 0.71 -0.284
C -0.04 0.61 -0.07 -0.229
C 1.26 0.67 0.66 -0.281
C 1.68 -0.75 1.02 -0.073
C 1.92 -0.19 -0.31 -0.036
O 0.95 -1.04 -1.84 -0.082
H -2.71 1.16 -0.65 0.069
H -2.42 -0.55 -0.96 0.069
H -3.43 -0.06 0.41 0.066
H -1.15 -0.74 1.19 0.099
H -1.45 0.95 1.54 0.109
H -0.15 1.49 -0.71 0.109
H 0.24 -0.47 -1.26 0.046
H 1.70 1.53 1.17 0.133
H 0.91 -1.50 1.20 0.106
H 2.59 -0.89 1.61 0.111
H 2.82 -0.15 -0.89 0.126
H 1.12 -0.51 -2.64 0.071
```

Properties
Kohn-Sham gap = 0.291 Eh
HOMO energy = -7.32 eV
max |F| = 0.334 eV Å⁻¹
molar mass = 100.16 g mol⁻¹
calculated total energy = -310.84386 a.u.


Entry 4:
C6H14NO | ωB97M-V/def2-TZVPD

```
22
Properties=species:S:1:pos:R:3:lowdin_charge:R:1
O -0.54 -1.03 0.79 0.176
C 0.55 -0.85 1.28 -0.165
C 1.45 0.22 0.93 0.230
C 1.05 1.54 0.40 -0.136
C -0.06 1.55 -0.63 -0.180
C 0.26 0.69 -1.89 -0.209
C 1.69 0.91 -2.42 -0.085
N -3.54 -2.72 1.73 0.018
H 0.89 -1.51 2.09 0.156
H 2.49 0.12 1.23 0.157
H -4.39 -2.54 2.22 0.002
H 2.01 1.96 0.11 0.140
H 0.83 2.09 1.35 0.206
H -1.02 1.21 -0.23 0.120
H -0.24 2.61 -0.84 0.132
H 0.08 -0.31 -1.52 0.096
H -0.45 0.93 -2.68 0.120
H 1.70 0.38 -3.38 0.087
H 2.47 0.44 -1.82 0.068
H 1.94 1.96 -2.54 0.087
H -3.71 -2.59 0.73 0.011
H -2.88 -1.99 1.96 -0.031
```

Properties
Kohn-Sham gap = 0.141 Eh
HOMO energy = -12.42 eV
charge = +1
max |F| = 2.858 eV Å⁻¹
molar mass = 116.18 g mol⁻¹
calculated total energy = -366.60981 a.u.


Entry 5:
C48H54BrCdN4O3P2Se5Si | ωB97M-V/def2-TZVPD

```
119
Properties=species:S:1:pos:R:3:lowdin_charge:R:1
Cd 0.01 0.64 -0.03 1.289
O -0.90 2.13 2.13 -0.197
C -0.15 2.76 3.15 -0.280
C 0.65 3.96 2.67 -0.168
C 1.46 3.75 1.39 -0.179
C 2.53 2.70 1.48 -0.293
C 3.87 3.01 1.30 -0.023
C 4.82 2.01 1.38 -0.061
C 4.41 0.72 1.69 -0.062
C 3.05 0.50 1.86 -0.168
N 2.13 1.45 1.73 0.082
H -1.38 2.80 1.62 -0.014
H 0.51 1.98 3.54 0.105
H -0.81 3.08 3.97 0.110
H 1.31 4.29 3.48 0.114
H -0.04 4.79 2.48 0.112
H 1.92 4.69 1.09 0.104
H 0.76 3.47 0.59 0.023
H 4.15 4.03 1.06 0.109
H 5.87 2.22 1.19 0.104
H 5.11 -0.09 1.77 0.102
H 2.68 -0.50 2.06 0.026
Se 6.77 0.92 -2.81 0.262
P 5.08 -0.18 -3.45 0.544
C 4.14 0.59 -4.80 -0.359
C 2.80 0.27 -5.03 -0.113
C 2.14 0.81 -6.12 -0.089
C 2.80 1.68 -6.98 -0.084
C 4.13 2.01 -6.74 -0.081
C 4.80 1.46 -5.66 -0.096
C 5.67 -1.71 -4.29 -0.351
C 6.90 -2.25 -3.95 -0.141
C 7.41 -3.34 -4.63 -0.072
C 6.71 -3.88 -5.70 -0.083
C 5.50 -3.32 -6.08 -0.090
C 4.98 -2.25 -5.38 -0.090
C 3.81 -0.37 -2.15 -0.398
C 3.09 -1.15 -1.22 -0.378
N 2.14 -0.33 -0.73 -0.111
N 2.25 0.86 -1.31 -0.090
N 3.25 0.86 -2.15 -0.021
P 3.04 -2.80 -0.47 0.615
Se 1.79 -2.96 1.21 0.476
C 2.50 -3.91 -1.81 -0.315
C 3.19 -3.97 -3.02 -0.075
C 2.73 -4.79 -4.04 -0.080
C 1.59 -5.55 -3.86 -0.091
C 0.91 -5.50 -2.66 -0.087
C 1.36 -4.69 -1.63 -0.107
C 4.75 -3.26 -0.03 -0.325
C 4.97 -4.03 1.11 -0.112
C 6.27 -4.39 1.47 -0.083
C 7.34 -3.97 0.70 -0.088
C 7.13 -3.19 -0.43 -0.072
C 5.83 -2.84 -0.78 -0.078
H 2.27 -0.38 -4.34 0.100
H 1.10 0.57 -6.29 0.088
H 2.28 2.11 -7.82 0.100
H 4.65 2.70 -7.40 0.099
H 5.83 1.72 -5.45 0.065
H 7.47 -1.78 -3.16 0.044
H 8.37 -3.75 -4.35 0.103
H 7.12 -4.72 -6.25 0.101
H 4.96 -3.72 -6.93 0.104
H 4.03 -1.82 -5.69 0.102
H 4.08 -3.37 -3.17 0.082
H 3.27 -4.82 -4.98 0.091
H 1.23 -6.19 -4.66 0.103
H 0.01 -6.09 -2.51 0.102
H 0.83 -4.63 -0.69 0.044
H 4.13 -4.34 1.71 0.047
H 6.43 -4.98 2.35 0.101
H 8.35 -4.23 0.99 0.099
H 7.96 -2.84 -1.02 0.099
H 5.68 -2.21 -1.65 0.053
C -0.36 -2.72 -4.25 -0.408
Se -1.06 -0.90 -4.25 0.915
C -2.93 -1.31 -3.88 -0.560
C -3.56 -0.27 -2.95 -0.573
Se -4.36 -1.16 -1.40 0.913
C -4.87 0.47 -0.47 -0.414
H -0.88 -3.28 -3.48 -0.005
H 0.69 -2.67 -3.99 0.002
H -0.48 -3.20 -5.22 0.021
H -2.94 -2.31 -3.44 0.030
H -3.47 -1.36 -4.83 0.051
H -4.35 0.28 -3.45 0.060
H -2.83 0.43 -2.57 -0.009
H -5.64 1.00 -1.03 0.016
H -3.99 1.09 -0.35 -0.026
H -5.26 0.18 0.50 0.013
Br -3.26 -5.11 3.70 0.697
C -2.69 -4.66 1.94 -0.672
C -2.81 -5.61 0.94 -0.137
C -2.39 -5.29 -0.34 -0.073
C -1.86 -4.03 -0.61 -0.049
C -1.74 -3.09 0.41 -0.178
C -2.16 -3.41 1.70 -0.065
C -1.15 -1.74 0.12 -0.759
O -1.12 -0.91 1.08 -0.150
O -0.72 -1.49 -1.02 -0.126
H -3.22 -6.59 1.16 0.093
H -2.48 -6.02 -1.14 0.100
H -1.52 -3.76 -1.60 0.088
H -2.06 -2.67 2.48 0.115
C 0.23 2.65 -3.99 -0.238
Si -0.14 3.69 -2.49 0.075
C -1.18 5.17 -3.01 -0.246
C 1.48 4.32 -1.80 -0.225
Se -1.39 2.58 -0.96 0.277
H 0.62 3.27 -4.80 0.034
H -0.67 2.14 -4.35 0.000
H 0.98 1.88 -3.75 -0.001
H -0.59 5.85 -3.63 0.023
H -1.54 5.71 -2.14 0.016
H -2.05 4.85 -3.59 0.021
H 2.05 4.80 -2.60 0.034
H 2.09 3.51 -1.40 0.003
H 1.31 5.06 -1.01 0.017
```

Properties
Kohn-Sham gap = 0.280 Eh
HOMO energy = -5.47 eV
charge = -1
max |F| = 0.433 eV Å⁻¹
molar mass = 1412.14 g mol⁻¹
calculated total energy = -18027.59880 a.u.


Entry 6:
C22H34F6N7OS3SbTl | ωB97M-V/def2-TZVPD

```
75
Properties=species:S:1:pos:R:3:lowdin_charge:R:1
Tl -0.08 0.03 -0.36 0.885
C -3.95 4.61 0.11 -0.430
S -4.62 2.98 -0.20 0.845
C -3.41 1.94 0.53 -1.140
S -2.07 2.44 1.37 0.672
N -3.75 0.65 0.29 -0.039
N -2.89 -0.26 0.69 -0.051
C -3.08 -1.08 1.63 -0.047
C -2.11 -2.15 1.94 -0.263
C -2.42 -3.09 2.91 -0.013
C -1.48 -4.07 3.20 -0.040
C -0.28 -4.07 2.52 -0.036
C -0.06 -3.09 1.56 -0.149
N -0.95 -2.15 1.26 0.069
H -4.57 5.30 -0.47 0.031
H -4.01 4.86 1.17 0.037
H -2.92 4.67 -0.22 0.010
H -3.97 -1.00 2.26 0.140
H -3.36 -3.05 3.43 0.113
H -1.68 -4.82 3.96 0.113
H 0.50 -4.78 2.74 0.117
H 0.89 -3.04 1.03 0.109
F 1.69 -0.75 1.43 -0.481
Sb 3.01 -1.00 2.82 1.366
F 4.31 -1.25 4.15 -0.353
F 2.00 -2.49 3.42 -0.347
F 1.98 0.13 3.93 -0.358
F 3.93 -2.14 1.63 -0.360
F 3.92 0.49 2.11 -0.356
C 4.61 -0.10 -2.06 -0.135
C 4.00 0.63 -3.27 -0.143
C 2.51 0.74 -2.91 -0.229
O 2.27 -0.31 -1.99 -0.295
C 3.42 -0.33 -1.13 -0.204
H 5.38 0.49 -1.56 0.112
H 5.06 -1.04 -2.36 0.108
H 4.13 0.05 -4.18 0.106
H 4.44 1.61 -3.44 0.108
H 1.84 0.62 -3.76 0.103
H 2.29 1.71 -2.44 0.113
H 3.44 -1.29 -0.61 0.106
H 3.34 0.46 -0.39 0.108
C -1.14 5.40 -2.99 -0.026
N -2.27 4.54 -3.29 -0.126
C -3.56 4.97 -3.53 -0.068
C -4.31 3.88 -3.76 -0.091
N -3.46 2.79 -3.66 0.062
C -2.20 3.18 -3.36 -0.807
S -0.86 2.20 -3.16 0.588
H -1.15 6.25 -3.67 0.095
H -0.23 4.82 -3.14 0.056
H -1.18 5.75 -1.96 0.092
H -3.82 6.01 -3.52 0.124
H -5.36 3.78 -3.99 0.118
H -3.72 1.82 -3.72 0.148
C -0.25 -3.46 -1.99 -0.146
C -0.76 -4.34 -3.16 -0.148
N -1.63 -3.57 -4.04 -0.162
C -2.75 -3.04 -3.26 -0.151
C -2.23 -2.13 -2.12 -0.172
N -0.76 -2.09 -2.14 -0.228
C -0.31 -1.56 -3.44 -0.179
C -0.87 -2.44 -4.58 -0.145
H 0.84 -3.40 -1.97 0.123
H -0.58 -3.84 -1.02 0.101
H -1.33 -5.20 -2.78 0.114
H 0.07 -4.73 -3.75 0.116
H -3.31 -3.89 -2.86 0.115
H -3.41 -2.50 -3.93 0.113
H -2.54 -2.49 -1.14 0.102
H -2.59 -1.10 -2.23 0.104
H 0.78 -1.56 -3.42 0.103
H -0.65 -0.53 -3.52 0.045
H -0.07 -2.84 -5.21 0.116
H -1.53 -1.87 -5.23 0.115
```

Properties
Kohn-Sham gap (alpha / beta) = 0.274 / 0.197 Eh
HOMO energy (alpha / beta) = -8.00 / -8.00 eV
max |F| = 0.326 eV Å⁻¹
multiplicity = 2
molar mass = 948.89 g mol⁻¹
calculated total energy = -3523.83327 a.u.


Entry 7:
C9H11BrNO | ωB97M-V/def2-TZVPD

```
23
Properties=species:S:1:pos:R:3:lowdin_charge:R:1
C 0.23 -2.76 0.20 0.015
C 1.34 -2.03 -0.28 -0.030
C -0.96 -2.08 0.52 0.005
C 1.28 -0.65 -0.53 0.026
C -1.04 -0.74 0.29 -0.163
C 0.00 -0.06 -0.30 -0.102
C -2.28 0.17 0.47 -0.005
C -1.57 1.56 0.49 -0.391
C -0.33 1.39 -0.26 -0.105
N 0.34 2.40 -0.77 0.262
O -2.18 2.71 0.26 0.084
Br 5.15 -0.07 -0.15 0.444
H 0.41 -3.77 0.48 0.113
H 2.25 -2.46 -0.42 0.077
H -1.81 -2.51 1.03 0.131
H 2.15 -0.23 -1.00 0.077
H -3.01 0.21 -0.37 0.141
H -2.94 0.14 1.39 0.156
H -1.29 1.67 1.62 0.220
H 0.06 3.35 -0.48 0.164
H 1.08 2.27 -1.48 0.173
H 5.79 -1.20 -0.20 -0.381
H -2.67 2.67 -0.51 0.086
```

Properties
Kohn-Sham gap = 0.320 Eh
HOMO energy = -13.48 eV
charge = +1
max |F| = 4.196 eV Å⁻¹
molar mass = 229.10 g mol⁻¹
calculated total energy = -3053.28646 a.u.